1.
DFT (ωB97M-V/def2-TZVPD) results for a molecular structure, C37H48CrFN5PSTe in a non-equilibrium geometry.

Structure (XYZ):
```
95
Properties=species:S:1:pos:R:3:forces:R:3:lowdin_spin:R:1
Cr -0.53382 0.22500 0.36082 -0.507 -0.266 0.356 3.1951
C -2.02437 2.21815 -1.73814 -1.855 0.300 1.399 0.0060
C -1.60990 3.61923 -1.50584 1.884 2.277 0.981 0.0004
C -2.71869 4.65075 -1.08970 0.915 -0.282 1.004 0.0002
C -0.22277 3.85602 -0.77312 -2.027 0.324 -0.537 0.0000
C 0.57726 4.87657 -1.31570 -0.130 -0.535 1.062 -0.0002
C 1.76658 5.16068 -0.69623 -0.609 0.194 -1.064 0.0002
C 2.11103 4.46802 0.40738 1.517 -0.353 1.316 0.0001
C 1.38783 3.45413 0.97439 -0.862 -0.397 1.163 0.0010
C 1.90319 2.85392 2.29948 -1.885 -0.113 0.182 0.0001
C 0.95355 3.01285 3.52879 -0.087 -0.357 0.406 -0.0001
C 2.36582 1.39665 2.17871 0.855 2.183 0.845 0.0040
C 0.15442 3.15831 0.38471 -0.313 -0.154 0.345 0.0051
N -0.72827 2.13463 0.90771 1.819 0.191 -0.793 -0.0018
C -1.78663 2.48523 1.66565 -1.528 1.824 0.997 0.0057
C -2.04260 3.68798 2.47519 1.232 -1.043 -1.513 -0.0007
C -3.19578 3.88050 3.19726 1.759 2.443 0.930 0.0003
C -4.15721 2.93199 3.21985 -2.017 -1.181 0.498 -0.0007
C -4.04422 1.81987 2.39524 0.528 -0.408 -0.247 0.0011
C -2.88414 1.64659 1.66005 -0.927 -0.971 -0.213 0.0016
F -2.78945 0.48354 0.78840 -0.018 1.226 0.948 0.0117
H -2.57019 2.25095 -2.63000 -0.815 -0.418 -1.688 0.0004
H -2.75090 1.88905 -1.00182 0.089 -0.233 0.271 0.0011
H -1.24577 1.51616 -1.82439 0.980 -0.791 -0.209 0.0031
H -1.34276 3.99136 -2.45739 0.348 0.324 -1.417 0.0001
H -3.01091 4.43934 -0.02946 -0.236 0.252 -0.941 0.0000
H -3.55478 4.59789 -1.80173 0.064 -0.051 0.434 0.0000
H -2.29902 5.69862 -1.11242 -0.357 -1.132 -0.045 0.0000
H 0.32149 5.57919 -2.08645 -0.711 -0.412 -0.646 0.0000
H 2.36682 5.91651 -1.13708 0.676 0.640 0.056 0.0000
H 2.99822 4.71562 0.94508 0.775 0.313 0.080 0.0000
H 2.76689 3.42359 2.58515 0.626 0.353 -0.098 0.0001
H -0.03981 2.53720 3.45659 0.445 0.319 -0.408 0.0000
H 0.81167 4.05600 3.89424 0.162 -0.626 -0.467 0.0000
H 1.41790 2.43153 4.34360 0.064 0.438 -0.061 0.0000
H 1.63368 0.71748 1.86424 -1.047 -0.774 -0.182 0.0023
H 2.76731 1.15241 3.16324 0.153 -0.463 -0.179 0.0001
H 3.13213 1.47147 1.43620 0.776 -0.702 -0.455 0.0004
H -1.30420 4.47950 2.51929 0.200 -0.217 -0.253 -0.0001
H -3.19764 4.85731 3.80553 -0.452 -1.783 -0.871 0.0000
H -4.99908 3.00034 3.91634 0.149 0.058 -0.503 0.0000
H -4.81372 1.06653 2.32968 -0.081 -0.062 0.093 0.0001
C 4.83257 -2.44580 1.40390 -0.339 -0.262 -0.439 0.0000
N 3.53567 -2.72733 0.76586 1.803 0.162 0.152 -0.0003
C 3.09420 -4.01847 1.06306 -2.314 -1.830 -0.473 0.0001
C 2.48836 -1.77381 0.90288 -0.484 0.308 0.302 0.0032
C 2.50475 -0.76429 -0.21903 -2.444 0.786 -0.901 0.0139
C 3.55795 -0.72273 -1.12923 -0.978 2.076 0.346 -0.0074
C 3.61810 0.33236 -2.07858 0.280 -0.892 0.338 0.0292
C 2.58808 1.24077 -2.17196 -0.550 -0.153 -0.740 -0.0067
C 1.41318 1.09177 -1.42948 0.362 -1.571 1.204 0.0225
C 1.31344 0.10456 -0.42478 2.303 -0.403 -0.388 -0.0884
H 5.63129 -3.01588 0.92978 -0.031 -0.023 -0.486 0.0000
H 4.87810 -2.83037 2.43018 -0.277 0.630 0.356 0.0000
H 5.08215 -1.38823 1.29000 -0.087 -0.119 0.401 -0.0001
H 3.76056 -4.78816 0.73291 0.684 -0.421 -0.151 0.0000
H 2.10902 -4.23360 0.55116 1.094 0.210 0.036 0.0001
H 2.80613 -4.23577 2.09431 0.434 0.221 0.741 0.0000
H 2.46763 -1.23946 1.86669 0.252 -0.064 -0.004 0.0010
H 1.58474 -2.41067 0.97388 -0.097 0.976 -0.481 0.0012
H 4.39968 -1.34223 -0.97916 0.606 -0.798 -0.106 -0.0013
H 4.48566 0.36278 -2.75207 -0.447 0.225 0.321 0.0018
H 2.58663 1.98149 -2.95100 0.241 0.373 -0.146 -0.0014
H 0.52954 1.68878 -1.59450 0.455 0.402 -0.371 0.0012
C -0.00164 -3.35465 -3.71037 0.667 0.144 1.216 0.0000
N -0.85106 -2.19890 -3.92976 1.052 -0.220 -0.368 -0.0020
C -2.22992 -2.57622 -3.86572 -0.626 -0.429 -1.423 -0.0002
N -2.60222 -3.31100 -2.65295 0.629 0.163 0.433 -0.0030
C -1.64837 -4.45228 -2.46101 -0.574 -0.039 0.619 0.0000
N -0.27094 -4.03127 -2.43444 0.733 -0.034 -0.890 0.0023
C 0.16780 -3.22705 -1.27816 -0.573 0.478 -0.813 0.0059
P -0.81257 -1.63708 -1.25170 0.567 -0.324 0.222 -0.0048
C -0.58435 -1.12834 -3.00460 0.444 1.644 -0.296 -0.0020
C -2.44034 -2.38967 -1.51532 -2.002 -0.311 1.307 -0.0051
H 1.03681 -3.08667 -3.63728 0.533 0.604 -0.364 0.0000
H -0.07725 -4.06985 -4.50712 -0.424 -0.319 -0.493 0.0000
H -2.43049 -3.20648 -4.78444 -0.124 0.573 1.043 -0.0001
H -2.72916 -1.58472 -3.94011 -0.587 -1.039 0.080 0.0000
H -1.83709 -5.17058 -3.29716 0.377 0.492 0.668 -0.0001
H -1.78223 -4.95305 -1.47752 -0.739 0.261 -0.619 0.0000
H 1.20403 -2.91645 -1.36391 0.321 -0.214 -0.350 0.0002
H 0.10009 -3.79661 -0.36983 -0.421 -0.177 0.477 -0.0001
H 0.31441 -0.52493 -3.29195 -0.280 -0.915 0.633 0.0005
H -1.38950 -0.38572 -3.11549 0.034 -0.049 -0.159 -0.0002
H -3.25207 -1.60283 -1.53137 0.843 -0.683 -0.111 -0.0001
H -2.61936 -2.97119 -0.57308 -0.075 0.411 -0.655 -0.0001
Te -0.70422 -1.03509 2.76733 0.157 -0.211 -0.342 -0.1661
C -1.36761 -2.98439 2.26488 -0.342 0.238 -0.033 -0.0029
C -0.66582 -4.14302 2.12430 2.032 0.115 -0.001 -0.0107
C -1.42351 -5.31148 1.95681 -0.461 0.132 -0.203 -0.0004
C -2.75972 -5.04706 1.97932 -1.205 -0.570 0.208 -0.0129
S -3.04759 -3.36790 2.17032 0.011 0.051 0.246 -0.0031
H 0.44140 -4.22432 2.14568 -0.866 0.396 0.095 -0.0001
H -0.93742 -6.24993 1.78947 -0.156 -0.539 0.119 0.0003
H -3.63669 -5.73559 2.01704 1.040 0.603 -0.337 -0.0006
```
Forces are in eV/Å.

Values from the calculation:
- F_max (eV Å⁻¹) = 3.2
- 2S+1 = 4
- energy above the lowest of the compared OMol25 structures with the same formula, charge and spin (kJ/mol) = 19.9
- orbital gap (alpha / beta) (Ha) = 0.232 / 0.296

=====

2.
DFT (ωB97M-V/def2-TZVPD) results for 2 unconnected molecules or ions with the total composition C37H48N2O3 in a non-equilibrium geometry.

Structure (XYZ):
```
90
Properties=species:S:1:pos:R:3:forces:R:3:lowdin_charge:R:1
C 3.26006 -0.85502 3.76003 -0.185 0.160 -0.013 -0.0660
C 2.72829 0.00892 2.63508 -1.182 0.754 0.090 -0.2160
O 1.63387 0.84168 3.17175 0.725 -0.130 -0.267 -0.0726
C 0.57051 1.31146 2.40104 -1.370 -1.190 -0.713 -0.4567
C -0.61969 0.40550 2.33710 0.557 1.119 1.825 -0.1096
C -1.92002 1.09680 2.45148 0.037 -0.393 1.293 -0.3613
O -2.75237 0.72831 3.30506 0.318 0.230 -0.868 -0.0018
C -2.34554 2.28695 1.61952 0.283 0.427 0.213 -0.1316
C -3.41580 1.88804 0.60574 -0.166 0.224 0.097 -0.2023
C -4.80870 1.60870 1.19463 -0.109 -0.012 -0.436 -0.1802
C -5.29081 0.16574 0.95010 -0.491 -0.053 0.130 -0.1962
C -5.51945 -0.64889 2.23495 0.078 0.013 0.321 -0.2073
C -5.02956 -2.10100 2.17119 0.022 -0.036 -0.323 -0.2095
C -3.51247 -2.24728 1.98110 -0.166 -0.210 0.022 -0.2235
C -2.72360 -2.15779 3.27816 0.179 -0.129 0.183 -0.2187
C -1.19908 -2.09315 3.04976 -0.082 -0.128 0.309 -0.1895
C -0.53331 -0.74767 3.33545 0.350 0.067 0.229 -0.1659
O 0.63640 2.41552 1.87483 0.558 0.011 0.021 0.0363
H 4.17792 -1.33354 3.41840 0.120 -0.032 0.085 0.0702
H 3.46992 -0.24562 4.65160 -0.054 -0.230 -0.298 0.0881
H 2.54415 -1.64370 4.01013 0.098 0.175 0.097 0.0713
H 3.50458 0.69381 2.26350 -0.229 -0.189 0.057 0.1029
H 2.34493 -0.60148 1.79821 0.184 0.200 0.444 0.1141
H -2.76058 3.02647 2.32077 0.124 -0.148 -0.192 0.1370
H -1.45677 2.72203 1.16538 -0.082 0.087 -0.006 0.0742
H -3.55642 2.68132 -0.12932 0.044 0.076 0.019 0.0779
H -3.04241 1.03356 0.03413 -0.299 -0.086 -0.061 0.0978
H -4.81017 1.86799 2.26007 -0.072 -0.201 -0.245 0.1078
H -5.51425 2.28207 0.67883 0.186 -0.094 0.344 0.1033
H -6.24442 0.22494 0.40249 0.260 -0.205 0.035 0.1032
H -4.59051 -0.36106 0.28806 -0.118 0.140 0.128 0.0928
H -5.00445 -0.14927 3.06661 -0.066 -0.120 -0.189 0.0945
H -6.59274 -0.63292 2.47411 0.218 -0.070 0.034 0.1067
H -5.31694 -2.60882 3.10202 0.014 -0.010 -0.181 0.1092
H -5.52663 -2.62918 1.34365 -0.095 0.124 0.167 0.1053
H -3.29925 -3.24159 1.55891 -0.072 0.198 -0.098 0.1091
H -3.14133 -1.52111 1.24185 -0.025 -0.011 0.200 0.0950
H -3.02942 -1.29585 3.88215 0.043 -0.244 -0.240 0.0949
H -2.95255 -3.05973 3.86890 -0.020 0.154 -0.156 0.1082
H -0.75055 -2.81530 3.75284 0.058 0.162 -0.288 0.1028
H -0.92258 -2.42324 2.03733 -0.156 -0.074 0.061 0.1004
H 0.53210 -0.94752 3.50047 -0.451 -0.011 0.006 0.0825
H -0.94515 -0.36639 4.28835 0.231 -0.254 -0.094 0.1268
C -2.41635 4.45956 -3.07493 -0.106 0.324 0.079 0.0099
N -1.51107 3.39417 -2.66440 -0.196 -0.054 1.187 -0.0584
C -1.42213 2.91374 -1.40910 -0.202 -0.223 -0.809 0.0493
C -0.52112 1.82015 -1.34290 0.851 0.670 0.430 -0.0594
C -0.36154 0.86437 -0.30367 -0.967 -0.817 -2.399 0.1113
C 0.77724 -0.03159 -0.46187 1.204 0.110 0.211 -0.2112
C 0.72159 -1.36843 -0.91791 -0.522 0.625 0.023 0.0452
C 1.83828 -1.98608 -1.46422 0.485 0.651 0.505 -0.1392
C 3.11643 -1.39745 -1.25025 -0.538 0.709 0.348 -0.1062
N 4.25936 -2.05500 -1.59867 0.644 -0.270 -0.603 -0.0933
C 4.21303 -3.44343 -1.99260 -0.212 -0.133 0.041 -0.1684
C 3.03108 -3.68449 -2.91356 0.191 -0.018 -0.165 -0.1669
C 1.71756 -3.23235 -2.28375 -0.365 -0.795 0.110 -0.1429
C 5.52654 -1.67279 -1.02089 0.079 0.179 0.363 -0.1649
C 5.72856 -0.16714 -1.02235 0.090 0.175 -0.174 -0.1567
C 4.51826 0.58805 -0.46897 0.590 0.374 0.342 -0.1312
C 3.21171 -0.09252 -0.69154 -0.745 -0.575 -0.006 -0.1648
C 2.04806 0.57590 -0.35552 -0.472 -0.156 -0.733 -0.0358
C 0.13147 1.82223 -2.68727 -0.289 0.389 -0.060 -0.0640
C 1.23560 1.21567 -3.27882 0.452 -0.316 -0.319 0.0050
C 1.55552 1.48754 -4.61930 -0.280 -0.236 0.221 -0.0662
C 0.75212 2.32969 -5.39996 -0.088 0.185 0.202 -0.0789
C -0.31336 3.02222 -4.81038 0.288 -0.418 -0.207 -0.0099
C -0.59451 2.74129 -3.48263 0.603 -0.001 0.130 -0.1695
H -2.62833 4.35993 -4.14402 -0.017 -0.020 0.304 0.0895
H -3.35624 4.38935 -2.50900 0.334 -0.085 -0.229 0.1011
H -1.98465 5.45492 -2.89101 0.012 -0.349 -0.096 0.1070
H -1.97430 3.40249 -0.61874 0.143 -0.254 -0.194 0.1206
H -1.22159 0.57191 0.30033 0.677 0.181 -0.262 0.0904
H -0.24178 -1.88807 -0.92856 0.232 0.205 -0.255 0.1362
H 5.16442 -3.66075 -2.49808 -0.310 -0.096 0.077 0.1223
H 4.15065 -4.09863 -1.10252 -0.012 0.068 -0.149 0.1384
H 3.19241 -3.13125 -3.84387 0.072 -0.004 0.064 0.1182
H 2.99788 -4.74512 -3.17283 -0.117 0.071 -0.022 0.1142
H 1.31268 -4.03176 -1.65210 0.044 -0.015 -0.037 0.1236
H 0.98034 -3.09358 -3.08623 0.084 0.095 0.225 0.1235
H 5.59405 -2.05680 0.01394 0.052 0.031 -0.119 0.1363
H 6.30704 -2.16781 -1.61343 -0.079 0.173 0.238 0.1214
H 6.61387 0.07214 -0.42233 -0.082 -0.016 -0.212 0.1154
H 5.91918 0.16946 -2.04724 0.025 -0.125 0.078 0.1155
H 4.64594 0.75623 0.61251 -0.004 -0.112 -0.295 0.1046
H 4.48771 1.59685 -0.90840 -0.020 -0.239 0.096 0.1290
H 2.09900 1.61916 -0.04199 -0.004 -0.224 0.074 0.1434
H 1.89031 0.56699 -2.69711 -0.273 0.166 -0.301 0.0927
H 2.44895 1.02355 -5.06141 -0.529 0.193 0.234 0.1096
H 0.97513 2.45497 -6.46197 -0.025 0.139 0.400 0.1057
H -0.89021 3.76982 -5.34688 0.109 -0.221 -0.081 0.1045
```
Forces are in eV/Å.

Values from the calculation:
- F_max (eV Å⁻¹) = 2.7
- energy above the lowest of the compared OMol25 structures with the same formula, charge and spin (kJ/mol) = 45.0
- orbital gap (Ha) = 0.178